Entry a
Entry from the Open Molecules 2025 dataset: 2 unconnected molecules or ions with the total composition C2H6NO2 (ωB97M-V with the def2-TZVPD basis set).

Values from the calculation:
Kohn-Sham gap: 7.66 eV
molecular weight: 76.07 g/mol
total charge: -1

Atoms and positions in Å:
C  1.53  0.75  -1.30
O  1.39  -0.55  -1.89
H  2.45  0.87  -0.71
H  1.37  1.38  -2.19
H  0.77  0.86  -0.51
C  -1.32  -0.56  1.44
N  -2.41  0.10  1.24
O  -0.18  -0.49  0.93
H  -1.44  -1.34  2.27
H  0.97  -1.10  -1.21
H  -3.13  0.08  1.95

Entry b
Entry from the Open Molecules 2025 dataset: a gas-phase ion, C2H6NO2 (charge -1) (ωB97M-V with the def2-TZVPD basis set).

Values from the calculation:
Kohn-Sham gap: 6.48 eV
molecular weight: 76.07 g/mol
SMILES: CN([O-])CO
total charge: -1

Atoms and positions in Å:
C  0.38  -0.80  0.76
N  0.72  0.37  0.02
O  1.74  0.10  -0.97
C  -0.47  1.03  -0.50
O  -0.27  1.10  -1.95
H  -0.35  -0.50  1.52
H  0.09  -1.65  0.14
H  1.20  -1.10  1.29
H  -1.31  0.48  -0.33
H  -0.55  2.02  -0.06
H  0.77  0.73  -1.94

Short version: entry a is the most stable of them.

Entry a
Entry from the Open Molecules 2025 dataset: a single CH3BrOS molecule (ωB97M-V with the def2-TZVPD basis set).

Values from the calculation:
Kohn-Sham gap: 8.77 eV
molecular weight: 143.01 g/mol

Atoms and positions in Å:
C  0.09  0.31  0.17
O  -1.68  2.24  -0.30
S  -1.59  0.99  0.50
Br  -3.30  -0.47  -0.12
H  0.12  -0.80  0.15
H  0.69  0.85  0.93
H  0.36  0.66  -0.90

Entry b
Entry from the Open Molecules 2025 dataset: 2 unconnected molecules or ions with the total composition CH3BrOS (ωB97M-V with the def2-TZVPD basis set).

Values from the calculation:
Kohn-Sham gap (spin up / spin down): 6.06 / 6.09 eV
molecular weight: 143.01 g/mol

Atoms and positions in Å:
C  1.06  -0.03  0.01
O  -0.06  -0.63  0.60
S  -1.41  -1.06  -0.20
Br  -3.66  1.30  -0.19
H  1.61  -0.53  -0.68
H  1.75  -0.04  0.81
H  0.70  0.99  -0.35

Short version: entry a is the most stable of them.

Entry a
Entry from the Open Molecules 2025 dataset: a molecular structure, C3H3IN2S (ωB97M-V with the def2-TZVPD basis set).

Values from the calculation:
Kohn-Sham gap (spin up / spin down): 5.75 / 5.75 eV
molecular weight: 226.04 g/mol

Atoms and positions in Å:
C  0.56  0.61  -0.01
C  -0.81  0.88  -0.01
C  1.15  -1.80  0.16
N  1.34  -0.55  -0.04
N  -1.84  0.10  -0.03
S  0.72  -3.28  -0.04
I  -3.71  0.89  0.00
H  1.19  1.49  0.03
H  -0.94  1.97  0.02
H  2.33  -0.30  -0.07

Entry b
Entry from the Open Molecules 2025 dataset: a single C3H3IN2S molecule (ωB97M-V with the def2-TZVPD basis set).

Values from the calculation:
Kohn-Sham gap: 7.91 eV
molecular weight: 226.04 g/mol

Atoms and positions in Å:
C  -0.56  0.44  -1.02
C  0.49  -0.31  -1.25
C  0.84  -0.72  0.97
N  -1.00  0.63  0.30
N  -0.17  0.04  1.28
S  1.95  -1.64  1.63
I  1.45  -1.05  -2.90
H  -1.20  0.95  -1.74
H  -1.20  1.60  0.53
H  -0.58  0.06  2.20

Short version: entry b is the most stable of them.

Entry a
Entry from the Open Molecules 2025 dataset: a molecular structure, C4H4BrNO (ωB97M-V with the def2-TZVPD basis set).

Values from the calculation:
Kohn-Sham gap: 9.20 eV
molecular weight: 161.99 g/mol

Atoms and positions in Å:
C  -0.56  0.84  0.23
C  -1.30  -0.20  -0.03
C  0.91  0.96  0.15
C  -0.84  -1.56  -0.37
N  1.67  0.03  -0.36
O  -0.19  -2.26  0.38
Br  3.46  0.40  -0.05
H  -0.92  1.85  0.70
H  -2.31  -0.15  0.09
H  1.29  1.81  0.68
H  -1.20  -1.71  -1.41

Entry b
Entry from the Open Molecules 2025 dataset: a single C4H4BrNO molecule (ωB97M-V with the def2-TZVPD basis set).

Values from the calculation:
Kohn-Sham gap: 10.43 eV
molecular weight: 161.99 g/mol
SMILES: C[C@H]1O[C@@]1(Br)C#N

Atoms and positions in Å:
C  1.50  0.10  0.31
C  0.09  0.73  -0.08
O  -0.50  0.69  -1.30
C  -1.10  -0.04  -0.39
Br  -2.90  0.81  0.35
C  -1.25  -1.45  -0.29
N  -1.37  -2.58  -0.23
H  2.20  0.80  -0.20
H  1.80  -0.92  -0.07
H  1.58  0.18  1.32
H  -0.05  1.69  0.58

Short version: entry b is the most stable of them.

Entry a
Entry from the Open Molecules 2025 dataset: a single C3H7O2P molecule (ωB97M-V with the def2-TZVPD basis set).

Values from the calculation:
Kohn-Sham gap: 10.04 eV
molecular weight: 106.06 g/mol
SMILES: C[C@H]1COOP1

Atoms and positions in Å:
C  0.84  -0.72  0.21
C  -0.48  -0.01  0.62
C  -0.98  1.25  -0.11
O  -2.30  1.38  0.12
O  -2.96  0.10  -0.02
P  -1.96  -1.19  -0.02
H  1.18  -0.49  -0.75
H  0.65  -1.85  0.26
H  1.67  -0.47  0.88
H  -0.53  0.02  1.63
H  -0.65  2.35  0.24
H  -0.62  1.04  -1.17
H  -1.57  -1.33  -1.32

Entry b
Entry from the Open Molecules 2025 dataset: a single C3H7O2P molecule (ωB97M-V with the def2-TZVPD basis set).

Values from the calculation:
Kohn-Sham gap: 8.78 eV
molecular weight: 106.06 g/mol
SMILES: C=[PH2][C@H]1O[C@@H]1O

Atoms and positions in Å:
C  -2.47  1.13  -0.06
P  -0.75  0.99  -0.40
C  0.88  0.06  -0.04
O  1.06  -0.31  1.33
C  0.98  -1.35  0.41
O  2.02  -2.21  0.10
H  -2.88  0.23  -0.37
H  -2.75  1.42  1.07
H  -0.24  2.26  -0.15
H  -0.62  0.72  -1.74
H  1.91  0.54  -0.46
H  0.18  -1.92  0.48
H  2.68  -1.56  -0.15

Short version: entry a is the most stable of them.

Entry a
Entry from the Open Molecules 2025 dataset: a gas-phase ion, C5H10N3O (charge +1) (ωB97M-V with the def2-TZVPD basis set).

Values from the calculation:
Kohn-Sham gap (spin up / spin down): 8.05 / 8.10 eV
molecular weight: 128.16 g/mol
total charge: +1

Atoms and positions in Å:
C  1.26  1.64  -0.23
C  1.91  0.39  0.38
C  -2.13  -0.35  0.04
C  -0.79  0.30  -0.43
C  1.80  -1.98  -0.45
N  -0.21  1.45  -0.35
N  1.30  -0.85  0.32
N  -3.15  0.61  0.12
O  1.78  2.63  -0.47
H  2.97  0.38  -0.04
H  1.89  0.63  1.51
H  -2.34  -1.18  -0.59
H  -1.73  -0.67  1.11
H  2.92  -1.86  -0.65
H  1.56  -2.87  0.17
H  0.95  -2.00  -1.17
H  -0.75  2.23  -0.33
H  -4.16  0.30  0.07
H  -3.08  1.20  0.98

Entry b
Entry from the Open Molecules 2025 dataset: a gas-phase ion, C5H10N3O (charge +1) (ωB97M-V with the def2-TZVPD basis set).

Values from the calculation:
Kohn-Sham gap: 10.19 eV
molecular weight: 128.16 g/mol
SMILES: C/N=C\N(C)C#[N+]CO
total charge: +1

Atoms and positions in Å:
C  1.69  2.20  -0.45
N  2.32  1.05  0.04
C  2.13  -0.11  0.22
N  0.80  -0.89  0.13
C  0.83  -2.26  0.56
C  -0.42  -0.51  -0.23
N  -1.45  -0.22  -0.67
C  -2.78  0.17  -0.47
O  -2.99  0.44  0.84
H  2.43  2.85  -1.03
H  0.92  2.15  -1.20
H  1.36  2.74  0.49
H  2.78  -0.88  0.66
H  1.83  -2.61  0.92
H  0.17  -2.37  1.43
H  0.46  -2.90  -0.30
H  -2.97  1.11  -1.17
H  -3.33  -0.81  -0.85
H  -3.78  0.85  1.08

Short version: entry b is the most stable of them.

Entry a
Entry from the Open Molecules 2025 dataset: 7 unconnected molecules or ions with the total composition C4H22O7 (ωB97M-V with the def2-TZVPD basis set).

Values from the calculation:
Kohn-Sham gap: 10.84 eV
molecular weight: 182.21 g/mol
SMILES: CO.CO.CO.CO.O.O.O

Atoms and positions in Å:
C  9.69  4.88  7.50
O  9.21  5.95  6.71
H  10.64  4.54  6.97
H  9.87  5.12  8.49
H  8.98  4.05  7.38
H  8.66  6.59  7.19
C  10.47  10.02  7.17
O  9.50  10.07  6.18
H  11.11  9.11  7.06
H  11.13  10.96  7.17
H  9.99  9.87  8.15
H  9.18  9.18  5.94
C  6.01  11.84  5.70
O  6.79  10.82  5.11
H  5.49  11.58  6.66
H  6.66  12.73  5.96
H  5.22  12.17  5.00
H  7.59  10.72  5.60
C  6.98  8.99  8.46
O  7.45  7.84  7.84
H  6.96  9.89  7.85
H  5.97  8.82  8.88
H  7.61  9.13  9.36
H  6.82  7.56  7.21
O  8.82  7.80  4.63
H  9.73  7.59  4.21
H  8.69  7.07  5.26
O  5.68  8.31  4.89
H  5.92  9.27  4.84
H  6.54  8.02  4.57
O  3.21  7.56  6.31
H  4.01  7.87  5.87
H  3.24  6.60  6.36

Entry b
Entry from the Open Molecules 2025 dataset: 7 unconnected molecules or ions with the total composition C4H22O7 (ωB97M-V with the def2-TZVPD basis set).

Values from the calculation:
Kohn-Sham gap: 9.85 eV
molecular weight: 182.21 g/mol
SMILES: CO.CO.CO.CO.O.O.O

Atoms and positions in Å:
C  0.10  -1.58  -3.78
O  -0.98  -2.34  -3.34
H  -0.24  -0.72  -4.36
H  0.71  -1.14  -3.00
H  0.79  -2.16  -4.39
H  -1.37  -2.81  -4.07
C  -0.46  -1.03  0.14
O  -0.86  -1.33  1.43
H  -1.21  -0.27  -0.07
H  0.59  -0.74  0.04
H  -0.57  -1.80  -0.62
H  -0.40  -2.12  1.72
C  1.88  2.34  -0.58
O  1.16  3.31  0.08
H  2.55  1.86  0.13
H  1.29  1.55  -1.06
H  2.43  2.78  -1.42
H  0.89  2.91  0.92
C  -1.82  3.17  -0.94
O  -3.17  3.38  -1.29
H  -1.39  2.54  -1.72
H  -1.31  4.13  -1.00
H  -1.62  2.67  0.01
H  -3.76  2.65  -1.07
O  2.97  -2.87  2.69
H  2.11  -2.92  3.09
H  3.56  -3.27  3.33
O  -0.08  1.28  2.30
H  -0.26  1.34  3.24
H  -0.73  0.66  1.97
O  0.03  -3.08  3.65
H  -0.08  -2.82  4.56
H  -0.76  -3.57  3.43

Entry c
Entry from the Open Molecules 2025 dataset: a molecular structure, C4H22O7 (ωB97M-V with the def2-TZVPD basis set).

Values from the calculation:
Kohn-Sham gap: 8.25 eV
molecular weight: 182.21 g/mol

Atoms and positions in Å:
C  -9.50  4.94  18.36
O  -8.39  4.07  18.29
H  -9.23  5.96  18.64
H  -9.98  4.78  17.40
H  -10.20  4.50  19.07
H  -8.56  3.23  17.84
C  -11.64  5.74  16.67
O  -11.43  6.68  17.72
H  -12.13  4.84  17.06
H  -12.16  6.26  15.87
H  -10.72  5.54  16.12
H  -10.81  7.35  17.45
C  -8.57  6.91  16.46
O  -9.69  7.20  17.24
H  -8.10  7.88  16.61
H  -7.82  6.18  16.74
H  -8.82  6.83  15.40
H  -9.30  7.59  18.03
C  -12.10  2.55  18.26
O  -13.13  3.32  17.74
H  -12.02  1.60  17.75
H  -11.15  3.05  18.07
H  -12.43  2.35  19.28
H  -13.50  2.93  16.94
O  -7.11  4.63  20.27
H  -7.61  5.23  20.84
H  -7.78  4.23  19.72
O  -9.31  2.44  17.70
H  -9.65  1.74  18.24
H  -8.93  2.00  16.93
O  -10.21  3.10  15.31
H  -11.04  2.81  14.93
H  -10.44  3.42  16.18

Short version: entry a is the most stable of them.